Density functional theory data (ωB97M-V/def2-TZVPD) for a molecular structure, C31H38MoO2P4.

The geometry in XYZ format:
```
76
Properties=species:S:1:pos:R:3:lowdin_spin:R:1
Mo 0.18672 -0.07988 0.54087 1.76
C -0.99087 -0.01647 3.94407 0.00
P 0.26288 0.71737 2.88134 0.01
C 1.90094 0.37170 3.56991 0.00
C -0.00032 2.52045 2.84077 0.01
C 0.79836 3.17592 1.71041 0.01
P 0.45702 2.39130 0.09092 0.00
C 1.96107 2.49780 -0.91450 0.00
C -0.86569 3.29059 -0.73559 0.00
H -0.86644 0.41392 4.94230 0.00
H -0.86628 -1.09761 4.00784 0.00
H -1.99246 0.21228 3.57991 0.00
H 2.10192 1.09671 4.36266 0.00
H 2.69614 0.43369 2.82728 0.00
H 1.89909 -0.62886 4.00377 0.00
H 0.28720 2.92433 3.81554 0.00
H -1.07476 2.69413 2.73108 0.00
H 1.87508 3.10984 1.88773 0.00
H 0.55516 4.23852 1.62786 0.00
H 2.32158 3.52976 -0.86081 0.00
H 1.74546 2.25606 -1.95561 0.00
H 2.75232 1.84470 -0.54185 0.00
H -0.47320 4.28913 -0.94895 0.00
H -1.74284 3.37914 -0.09419 0.00
H -1.14674 2.80933 -1.67201 0.00
O 1.55888 -1.32723 0.25638 0.09
P 1.54867 -2.92262 -0.12483 0.01
C 0.04152 -3.56760 0.66967 0.00
P -1.58267 -2.80780 0.32626 0.01
O -1.27748 -1.19865 0.30520 0.09
C -2.19514 -3.24500 -1.25071 0.00
C -2.94925 -4.42440 -1.32514 0.00
C -3.41378 -4.84946 -2.55861 0.00
C -3.15078 -4.09469 -3.69560 0.00
C -2.41612 -2.91408 -3.61617 0.00
C -1.92839 -2.48509 -2.39625 0.00
C -2.65379 -3.15088 1.66409 0.00
C -3.75868 -2.31226 1.87443 0.00
C -4.68119 -2.64839 2.84846 0.00
C -4.51845 -3.81636 3.59032 0.00
C -3.43249 -4.65550 3.37019 0.00
C -2.49209 -4.32889 2.40709 0.00
C 1.43621 -3.07206 -1.86835 0.00
C 1.75966 -1.99603 -2.70186 0.00
C 1.72062 -2.16534 -4.07643 0.00
C 1.37382 -3.40028 -4.61219 0.00
C 1.06405 -4.47464 -3.78355 0.00
C 1.09491 -4.31937 -2.40918 0.00
C 2.93786 -3.68726 0.58848 0.00
C 3.07209 -3.76757 1.98707 0.00
C 4.17898 -4.38862 2.52381 0.00
C 5.14877 -4.93223 1.67806 0.00
C 5.01996 -4.85210 0.29868 0.00
C 3.91592 -4.22718 -0.25848 0.00
H 0.21044 -3.58463 1.75044 0.00
H -0.02548 -4.61240 0.34216 0.00
H -3.19294 -4.99332 -0.43514 0.00
H -4.00286 -5.75388 -2.62931 0.00
H -3.53793 -4.41993 -4.65271 0.00
H -2.24067 -2.32642 -4.50735 0.00
H -1.36691 -1.56159 -2.34031 0.00
H -3.91499 -1.42864 1.26715 0.00
H -5.54237 -2.01634 3.01903 0.00
H -5.25315 -4.07980 4.34025 0.00
H -3.32299 -5.56573 3.94421 0.00
H -1.65558 -4.99688 2.23730 0.00
H 2.07975 -1.04761 -2.28755 0.00
H 1.98404 -1.34704 -4.73308 0.00
H 1.36138 -3.53248 -5.68654 0.00
H 0.81272 -5.43604 -4.21132 0.00
H 0.87448 -5.17076 -1.77434 0.00
H 2.31823 -3.35610 2.65022 0.00
H 4.29587 -4.46438 3.59628 0.00
H 6.01187 -5.42591 2.10597 0.00
H 5.77866 -5.27733 -0.34413 0.00
H 3.81788 -4.16254 -1.33432 0.00
```

Its multiplicity is 3. The net charge is +4.

---

Density functional theory data (ωB97M-V/def2-TZVPD) for a molecular structure, C31H39BMnN12O2P.

The geometry in XYZ format:
```
87
Properties=species:S:1:pos:R:3:lowdin_spin:R:1
Mn -0.20592 -0.17482 0.37082 3.80
C 2.21745 1.05770 -2.74946 0.01
C 1.13551 0.34009 -2.26924 0.02
N 0.88213 0.71596 -1.00544 -0.01
N 1.79145 1.64859 -0.65756 0.00
C 2.60297 1.87150 -1.69212 0.02
B 1.87951 2.20174 0.79478 0.00
N 0.41004 2.48149 1.30478 0.00
C -0.04430 3.53629 1.98225 0.02
C -1.31096 3.24542 2.47944 0.01
C -1.56223 1.95383 2.05802 0.01
N -0.51151 1.49648 1.35087 0.00
N 2.41646 1.02201 1.66092 0.00
C 3.39635 0.88982 2.57296 0.00
C 3.39102 -0.40049 3.05406 0.00
C 2.34370 -1.01172 2.37132 0.01
N 1.75549 -0.16283 1.53173 0.06
N 2.63226 3.49522 0.79243 0.00
C 3.76677 3.97545 1.38905 0.00
C 3.97750 5.24475 0.94068 0.00
C 2.90965 5.48423 0.05437 0.00
N 2.10167 4.44503 -0.04407 0.00
H 2.67302 0.99184 -3.72253 0.00
H 0.52901 -0.41206 -2.74818 0.00
H 3.40508 2.58836 -1.61646 0.00
H 0.55460 4.42873 2.07055 0.00
H -1.94281 3.88253 3.07421 0.00
H -2.42504 1.33016 2.23691 0.00
H 4.04639 1.70280 2.83470 0.00
H 4.04982 -0.82409 3.79182 0.00
H 2.00488 -2.03515 2.44095 0.00
H 4.35063 3.40388 2.08540 0.00
H 4.77145 5.91454 1.22305 0.00
H 2.70649 6.37923 -0.51535 0.00
N -0.92504 -1.56465 1.79539 -0.02
C -0.65447 -2.94307 1.26840 0.00
C -1.57409 -4.01375 1.85643 0.00
C -1.08292 -4.79659 3.08590 0.00
C -0.48893 -6.16464 2.74373 0.00
N 0.82531 -6.17098 2.08201 0.00
C 1.99648 -6.29849 2.70597 0.00
N 2.07580 -6.20082 4.03221 0.00
N 3.11061 -6.47162 1.99430 0.00
C -0.75131 -2.85274 -0.25180 0.01
O -1.05159 -3.76156 -0.96254 0.01
O -0.42364 -1.63200 -0.70691 0.06
H -0.48872 -1.41306 2.70225 0.00
H -1.93049 -1.48581 1.94049 0.00
H 0.39957 -3.15966 1.46354 0.00
H -1.80935 -4.71611 1.05482 0.00
H -2.52068 -3.52208 2.09976 0.00
H -1.93812 -5.01492 3.72658 0.00
H -0.39039 -4.20063 3.68971 0.00
H -1.16480 -6.68337 2.06492 0.00
H -0.42999 -6.79190 3.63416 0.00
H 0.83397 -6.27793 1.07933 0.00
H 1.24593 -6.15212 4.59765 0.00
H 2.92940 -6.44200 4.51026 0.00
H 3.06648 -6.68511 1.01127 0.00
H 3.99214 -6.64450 2.44993 0.00
C -4.02347 1.31784 -1.05343 0.08
P -2.41928 1.18697 -1.90165 0.42
C -2.67547 0.50130 -3.51925 0.07
C -3.09914 1.32501 -4.56993 0.02
C -3.39999 0.75258 -5.79361 0.00
C -3.26452 -0.61966 -5.97483 0.01
C -2.83361 -1.43354 -4.93512 0.00
C -2.53381 -0.87818 -3.70209 0.01
C -1.69226 2.76676 -1.99989 0.08
C -0.73548 3.03268 -3.00933 0.06
C -0.16525 4.28098 -3.09805 0.00
C -0.49895 5.26287 -2.16452 0.10
C -1.41789 5.00590 -1.14361 0.01
C -2.00339 3.76715 -1.04786 0.06
H -3.91970 1.66328 -0.02625 0.00
H -4.49760 0.33715 -1.06162 0.00
H -4.64063 2.01798 -1.61971 0.02
H -3.21781 2.39223 -4.42914 0.00
H -3.74716 1.37713 -6.60546 0.00
H -3.49255 -1.05552 -6.93856 0.00
H -2.72687 -2.49908 -5.08604 0.00
H -2.18181 -1.51087 -2.89408 0.00
H -0.47442 2.26369 -3.72401 0.00
H 0.54358 4.49996 -3.88526 0.00
H -0.03797 6.23993 -2.23064 0.00
H -1.67085 5.78388 -0.43581 0.00
H -2.72340 3.57515 -0.26373 0.00
```

Its multiplicity is 6. The net charge is +3.

---

Density functional theory data (ωB97M-V/def2-TZVPD) for 2 unconnected molecules or ions with the total composition C31H39BN2O4.

The geometry in XYZ format:
```
77
Properties=species:S:1:pos:R:3:mulliken_charge:R:1
C 10.09200 -0.24256 -1.42001 -1.19
C 9.05171 0.76751 -1.41399 0.37
C 9.05108 2.15434 -1.41067 -0.63
C 7.67977 2.53101 -1.40880 -0.62
C 6.92564 1.36665 -1.40953 0.49
B 5.36352 1.05818 -1.41284 0.50
O 5.01074 0.29487 -0.18997 -0.45
C 3.60717 0.16528 -0.15214 -0.83
C 2.94663 0.82693 -1.41028 2.12
C 1.44266 0.68493 -1.40872 -2.82
C 3.60461 0.16808 -2.67208 -0.84
O 5.00882 0.29460 -2.63538 -0.45
C 3.39242 2.32343 -1.41350 -0.88
O 4.79446 2.42482 -1.41337 -0.33
O 7.77222 0.29247 -1.41229 -0.42
H 11.06162 0.25800 -1.41989 0.32
H 10.02103 -0.87999 -0.53264 0.26
H 10.01832 -0.87335 -2.31200 0.26
H 9.90775 2.81661 -1.41092 0.39
H 7.25342 3.52776 -1.40665 0.51
H 3.32353 -0.90164 -0.12234 0.30
H 3.21073 0.65266 0.75755 0.34
H 1.02583 1.16092 -2.30601 0.48
H 1.16207 -0.37587 -1.40143 0.37
H 1.01748 1.16844 -0.51955 0.46
H 3.31957 -0.89823 -2.70699 0.32
H 3.20866 0.66020 -3.57960 0.35
H 2.98944 2.82295 -2.31111 0.32
H 2.98979 2.82815 -0.51884 0.31
C -3.14535 -7.66632 1.16369 -0.51
C -1.72138 -7.46787 1.71467 -0.56
C -1.22779 -6.11575 1.17518 -0.59
N -2.41188 -5.46920 0.65047 0.23
C -2.40602 -4.17382 0.18944 0.29
C -1.43645 -3.75770 -0.75545 -0.53
C -1.44670 -2.47215 -1.23754 -0.93
C -2.27561 -1.46342 -0.66255 0.71
C -2.05286 -0.12757 -1.06554 -0.30
C -2.60714 1.01929 -0.44402 0.60
C -2.84979 1.03541 0.95993 -1.11
C -3.40096 2.13693 1.58031 -0.18
C -3.78367 3.26712 0.82762 -0.02
N -4.37742 4.34792 1.45778 0.19
C -5.81241 4.57480 1.42052 -0.59
C -6.07114 5.74009 2.38900 -0.52
C -4.72877 6.06392 3.06768 -0.53
C -3.70728 5.04685 2.54196 -0.57
C -3.52184 3.28370 -0.56743 -0.43
C -2.91123 2.21130 -1.17437 -0.85
C -3.27595 -1.90148 0.26864 -0.56
C -3.35293 -3.22552 0.66109 -0.52
C -3.52746 -6.36465 0.44072 -0.63
H -3.16611 -8.49158 0.44758 0.29
H -3.86391 -7.86433 1.96415 0.27
H -1.73574 -7.42434 2.80856 0.27
H -1.04971 -8.26888 1.39605 0.31
H -0.76376 -5.49784 1.96341 0.31
H -0.46865 -6.25539 0.38634 0.28
H -0.73509 -4.50326 -1.13885 0.37
H -0.80114 -2.19381 -2.07360 0.43
H -1.48331 0.01715 -1.97848 0.43
H -2.62138 0.15653 1.55489 0.74
H -3.60440 2.12396 2.65314 0.41
H -6.13592 4.79370 0.39142 0.28
H -6.36322 3.67378 1.75038 0.29
H -6.45292 6.59886 1.83080 0.28
H -6.81470 5.43426 3.12914 0.28
H -4.39326 7.07088 2.80463 0.27
H -4.80321 5.98350 4.15443 0.30
H -3.38972 4.34459 3.33158 0.30
H -2.79672 5.53969 2.16339 0.27
H -3.79759 4.18351 -1.12237 0.45
H -2.71483 2.22678 -2.24894 0.43
H -4.00875 -1.20263 0.65646 0.66
H -4.10473 -3.56159 1.38203 0.40
H -3.66799 -6.57004 -0.63852 0.27
H -4.46386 -5.91258 0.80451 0.31
```

Its multiplicity is 1.

---

Density functional theory data (ωB97M-V/def2-TZVPD) for a molecular structure, C31H39N4O3SiTl.

The geometry in XYZ format:
```
79
Properties=species:S:1:pos:R:3:mulliken_charge:R:1
Tl -0.13781 0.88499 -0.99978 1.37
O 0.51798 -0.88714 0.57903 -0.68
C 1.48145 -1.27638 1.33440 -0.99
C 1.23084 -1.64332 2.69136 0.07
C 2.22456 -2.13314 3.50391 -0.63
C 3.53818 -2.28835 3.03783 -0.74
C 3.81771 -1.92371 1.73593 -0.36
C 2.83079 -1.42764 0.88263 0.48
C 3.14394 -1.03424 -0.48512 0.27
N 4.31323 -1.00760 -0.98741 -0.68
C 4.39766 -0.48231 -2.33503 -0.69
C 4.78962 0.99339 -2.30932 -0.76
N 3.68562 1.80869 -1.86270 0.12
C 3.44629 2.85964 -2.52607 -0.17
C 2.41432 3.86387 -2.29556 0.84
C 2.41801 4.95724 -3.17049 -0.68
C 1.51633 5.99779 -3.08379 -0.60
C 0.54910 5.94172 -2.06939 -0.44
C 0.50463 4.89068 -1.19026 -0.39
C 1.43154 3.79272 -1.24148 -0.09
O 1.34076 2.84039 -0.40666 -0.73
H 0.22335 -1.48797 3.06057 0.44
H 1.98661 -2.39046 4.53235 0.36
H 4.31577 -2.67166 3.68815 0.33
H 4.82287 -2.01054 1.33723 0.45
H 2.27879 -0.73213 -1.08403 0.06
H 3.44341 -0.57666 -2.87344 0.23
H 5.15855 -1.04227 -2.88971 0.44
H 5.15828 1.30442 -3.30393 0.47
H 5.61373 1.09792 -1.59453 0.20
H 4.08258 3.09511 -3.40394 -0.03
H 3.17443 4.97258 -3.95262 0.24
H 1.54924 6.82539 -3.78193 0.35
H -0.18330 6.73939 -1.98093 0.35
H -0.24836 4.83046 -0.41257 0.48
C -4.70686 2.30364 1.27071 -1.13
Si -3.44424 1.24523 0.32678 0.08
C -4.02950 -0.56645 0.46552 -0.72
C -3.64021 1.72182 -1.48421 -1.14
N -1.84213 1.52234 0.80192 -0.38
C -1.41138 1.32287 2.08594 0.42
C -2.17920 0.72158 3.11238 -0.05
C -1.69698 0.58136 4.40743 -0.92
C -0.43095 1.02726 4.75463 -0.53
C 0.34879 1.61927 3.75810 -0.56
C -0.12106 1.77001 2.47114 -0.26
H -5.72127 2.12526 0.89739 0.32
H -4.47328 3.36254 1.13422 0.26
H -4.69417 2.09513 2.34235 0.31
H -4.18057 -0.97469 -0.53843 0.13
H -4.96434 -0.67974 1.02330 0.53
H -3.26380 -1.16821 0.96018 0.08
H -4.69087 1.66374 -1.78707 0.30
H -3.06799 1.06115 -2.13932 0.28
H -3.28942 2.74348 -1.64996 0.27
H -3.17235 0.34727 2.88710 0.27
H -2.32787 0.10676 5.15447 0.32
H -0.04953 0.90028 5.76101 0.33
H 1.35273 1.95865 3.99088 0.35
H 0.49189 2.24534 1.71240 0.52
O -1.97749 -2.29266 -2.94276 -0.54
C -1.96805 -3.37011 -2.40166 0.32
C -3.08763 -3.86169 -1.50991 -0.59
C -2.53988 -4.16417 -0.09590 -1.15
C -1.29206 -3.36282 0.32170 0.46
C 0.05207 -3.89592 -0.19075 -0.36
C 0.28590 -3.65689 -1.67532 -0.69
N -0.84861 -4.21996 -2.44918 -0.31
H -3.54321 -4.75473 -1.95191 0.37
H -3.84438 -3.08020 -1.48012 0.28
H -2.32310 -5.23490 0.00164 0.42
H -3.34226 -3.95184 0.61407 0.42
H -1.24517 -3.35151 1.41312 0.48
H -1.38583 -2.31192 0.03590 -0.34
H 0.10708 -4.97904 0.00316 0.35
H 0.85879 -3.43417 0.37776 -0.08
H 1.21846 -4.11367 -2.01046 0.31
H 0.33886 -2.58915 -1.89149 0.32
H -1.08961 -5.11140 -2.02946 0.34
```

Its multiplicity is 1. The net charge is -2.

---

Per-record ΔE to the lowest compared entry with this formula, charge and spin, kJ/mol: 0.0, 0.0, 0.0, 0.0
Per-record max |F|, eV/A: 0.708, 1.319, 2.037, 0.267
Per-record energy, hartree: -2786.8193, -3528.7695, -1639.9004, -2111.5041